The following is a quantum chemistry calculation of a structure of composition C18H17AsI4NOOs, from OMol25.

Atoms and positions in Å:
Os1 0.49370 1.93276 -0.50336
I1 1.33351 0.40203 4.39798
C1 2.68277 0.67741 2.86903
C2 4.04110 0.55023 3.07787
C3 4.96645 0.73070 2.04170
I2 6.94107 0.51099 2.47836
C4 4.52587 1.08197 0.70861
C5 5.35846 1.26185 -0.41180
C6 4.80764 1.61281 -1.62119
C7 3.43008 1.79840 -1.71993
N1 2.62328 1.61974 -0.67872
C8 3.16037 1.24968 0.51435
C9 2.20589 1.02125 1.57723
O1 0.95135 1.14092 1.30270
H1 4.39770 0.30134 4.06872
H2 6.42657 1.11349 -0.31899
H3 5.42694 1.75499 -2.49552
H4 2.97123 2.08734 -2.65628
I3 -0.38923 3.55279 -2.38741
I4 1.07013 5.68936 -3.09623
C10 -3.14526 1.34726 -1.45445
As1 -1.63415 0.71828 -0.43182
C11 -2.37605 0.48025 1.33079
C12 -1.40492 -1.15499 -1.14162
C13 -2.45432 -2.05849 -0.67218
C14 -3.66940 -2.20446 -1.41912
C15 -4.58384 -3.14139 -1.05800
C16 -4.34557 -3.94520 0.09357
C17 -3.14290 -3.81891 0.84323
C18 -2.24045 -2.86622 0.49577
H5 -3.98489 0.66796 -1.32512
H6 -2.89278 1.42821 -2.51078
H7 -3.43313 2.32837 -1.07662
H8 -3.31511 -0.06453 1.26526
H9 -2.56548 1.46975 1.74398
H10 -1.67142 -0.03957 1.97611
H11 -0.41401 -1.46887 -0.82026
H12 -1.43451 -1.02910 -2.22404
H13 -3.82686 -1.60520 -2.30695
H14 -5.48838 -3.28238 -1.63485
H15 -5.10673 -4.64296 0.42265
H16 -2.96163 -4.47324 1.68533
H17 -1.33310 -2.73465 1.07197

Forces on the atoms, in the same order (eV/Å):
Os 0.42 0.08 -0.40
I 0.02 0.00 -0.02
C -0.23 0.01 -0.01
C 0.02 0.02 -0.14
C 0.22 -0.01 0.05
I -0.05 0.00 -0.01
C 0.08 -0.06 0.09
C 0.05 -0.02 0.05
C 0.06 -0.02 -0.01
C -0.07 0.04 0.02
N -0.20 0.27 0.11
C -0.15 -0.04 0.03
C 0.05 0.07 -0.07
O 0.04 -0.28 0.17
H 0.04 0.00 -0.02
H 0.01 0.04 -0.02
H 0.00 -0.01 0.00
H -0.02 0.04 0.02
I -0.23 -0.12 -0.13
I 0.11 -0.24 0.18
C 0.00 0.01 0.00
As -0.24 0.24 0.07
C 0.07 0.00 0.03
C 0.06 0.09 0.02
C -0.11 -0.19 -0.02
C 0.26 0.03 0.03
C -0.10 -0.14 0.22
C 0.05 0.09 -0.01
C -0.26 -0.06 -0.02
C 0.06 0.19 -0.21
H -0.05 0.01 -0.01
H -0.01 -0.03 -0.01
H 0.01 0.01 0.01
H -0.04 -0.03 0.03
H -0.01 0.02 0.02
H 0.03 0.01 0.02
H 0.02 0.00 0.02
H 0.05 0.03 -0.02
H 0.04 0.02 0.01
H -0.01 -0.03 0.04
H 0.04 -0.05 -0.06
H -0.07 0.02 0.02
H 0.03 -0.01 -0.06

**ΔE to the lowest compared entry with this formula, charge and spin**: 0.0 kcal per mole
**Orbital gap (alpha / beta)**: 6.57 / 4.59 eV
**Net charge**: +3
**Spin multiplicity**: 5
**HOMO energy (alpha / beta)**: -16.35 / -16.72 eV

---

The following is a quantum chemistry calculation of the molecule C2H3NOS at a distorted geometry, from OMol25.

Atoms and positions in Å:
C1 0.02076 0.10614 0.41707
C2 -0.29061 -0.84466 -0.42419
N1 -0.88160 -2.00246 0.33565
O1 -1.11030 -1.81361 1.53427
S1 -0.86417 -3.32675 -0.42664
H1 0.54646 0.97629 0.03881
H2 -0.22274 -0.03999 1.50971
H3 -0.12317 -0.93428 -1.42717

Forces on the atoms, in the same order (eV/Å):
C 0.58 1.19 0.68
C -1.06 0.00 4.00
N 1.12 3.18 1.19
O -0.63 -0.63 -0.46
S -0.51 -3.84 -1.82
H -0.13 0.08 0.26
H 0.43 0.49 -1.57
H 0.21 -0.48 -2.29

**ΔE to the lowest compared entry with this formula, charge and spin**: 83.4 kcal per mole
**Orbital gap**: 8.43 eV
**HOMO energy**: -9.49 eV

---

The following is a quantum chemistry calculation of the molecule C4H7NO, from OMol25.

Atoms and positions in Å:
C1 -1.53943 1.14867 0.65543
C2 -0.68315 0.46972 -0.39141
O1 -1.18893 0.00305 -1.41784
C3 0.74284 0.39622 -0.12489
C4 1.21750 -0.84044 0.52600
N1 1.28308 -0.73891 -0.95062
H1 -0.96633 1.87265 1.23972
H2 -1.93504 0.38636 1.33884
H3 -2.39046 1.63789 0.17411
H4 0.53946 -1.63605 0.84569
H5 2.18886 -0.88016 1.02073
H6 2.17585 -0.61404 -1.41299
H7 0.55577 -1.20495 -1.50278

Forces on the atoms, in the same order (eV/Å):
C -0.04 0.04 0.02
C -0.13 -0.10 -0.06
O 0.14 0.16 0.26
C -0.12 0.04 -0.05
C 0.10 -0.21 0.15
N 0.13 -0.08 -0.32
H -0.07 -0.12 -0.09
H 0.06 0.08 -0.11
H 0.14 -0.08 0.06
H 0.04 0.15 -0.04
H -0.17 0.06 -0.09
H -0.18 -0.01 0.14
H 0.10 0.06 0.13

**ΔE to the lowest compared entry with this formula, charge and spin**: 76.7 kcal per mole
**Orbital gap**: 8.80 eV
**HOMO energy**: -8.00 eV

---

The following is a quantum chemistry calculation of a structure of composition C20H45Cl4Cu2NO12P2 at a distorted geometry, from OMol25.

Atoms and positions in Å:
Cu1 -1.80171 2.69309 -0.20822
Cu2 0.28104 -1.39981 -0.16577
C1 -0.20342 0.94241 1.18456
O1 -0.34685 0.89987 -0.04339
O2 0.31406 -0.02523 1.81637
O3 -0.67084 1.89286 1.69363
C2 2.40238 3.64650 1.34797
O4 2.33483 4.70352 0.70294
N1 3.42096 2.73501 1.23123
C3 3.54434 1.55934 2.01387
C4 4.46828 3.04786 0.23785
H1 1.63502 3.16797 1.97595
H2 3.13968 0.75827 1.39529
H3 2.88815 1.58115 2.88395
H4 4.59510 1.33122 2.19266
H5 5.45036 3.24529 0.66754
H6 4.69577 2.16030 -0.35256
H7 4.32036 3.88227 -0.44770
Cl1 -0.70353 -1.20212 6.24994
C5 -0.43703 -0.20318 4.72394
C6 0.35553 1.06739 4.98843
Cl2 2.02481 0.62448 5.38656
H8 -1.39172 0.03196 4.25343
H9 -0.04239 -0.92916 4.01308
H10 -0.10692 1.63773 5.79401
H11 0.32792 1.69356 4.09667
Cl3 2.59718 2.84598 -4.07363
C7 1.66581 1.62450 -3.09522
C8 0.37812 1.18305 -3.83577
Cl4 0.73734 0.54119 -5.40887
H12 1.40397 1.99734 -2.10500
H13 2.24817 0.71580 -2.94285
H14 -0.37159 1.96918 -3.92538
H15 -0.00585 0.38947 -3.19476
C9 3.51988 -3.25459 3.32129
C10 3.23288 -1.98446 2.52550
O5 4.18079 -1.95773 1.45145
P1 3.73511 -2.43910 -0.03727
O6 2.49256 -1.86458 -0.65691
O7 5.09272 -2.27095 -0.84205
C11 5.30063 -1.00977 -1.44878
C12 6.53808 -0.28440 -0.78362
O8 3.74237 -4.05656 0.18953
C13 3.00055 -4.95447 -0.51879
C14 2.25709 -5.99891 0.40504
H16 4.28679 -2.95499 4.03556
H17 2.68517 -3.62691 3.91521
H18 3.72697 -4.06363 2.62081
H19 2.23412 -1.96724 2.08929
H20 3.28925 -0.99597 2.98135
H21 5.55960 -1.16112 -2.49670
H22 4.43328 -0.35094 -1.49059
H23 6.31182 -0.16661 0.27611
H24 7.48707 -0.80839 -0.89748
H25 6.66866 0.74786 -1.10842
H26 2.28328 -4.50670 -1.20663
H27 3.70265 -5.48626 -1.16093
H28 1.77374 -6.74774 -0.22244
H29 2.91189 -6.40298 1.17710
H30 1.47645 -5.49877 0.97824
C15 -3.26286 0.64212 -4.01766
C16 -3.03805 0.17321 -2.55458
O9 -4.28520 0.01501 -1.94097
P2 -5.09549 1.22155 -1.20004
O10 -4.20177 2.28817 -0.63996
O11 -6.11109 1.69247 -2.36614
C17 -7.03465 0.83697 -3.11334
C18 -8.47262 1.44339 -3.06004
O12 -6.10161 0.45858 -0.22526
C19 -6.98309 1.17269 0.61687
C20 -6.65352 0.70062 2.03183
H31 -3.76461 1.60877 -4.06180
H32 -2.30975 0.67494 -4.54551
H33 -3.80222 -0.09841 -4.60825
H34 -2.52185 -0.78571 -2.60052
H35 -2.36390 0.86230 -2.04587
H36 -6.80710 0.74374 -4.17523
H37 -7.08067 -0.18447 -2.73564
H38 -8.85151 1.55822 -2.04448
H39 -8.49685 2.43263 -3.51710
H40 -9.22405 0.83268 -3.56052
H41 -6.83627 2.25248 0.59262
H42 -8.01801 0.91205 0.39528
H43 -7.38115 1.20019 2.67142
H44 -6.70723 -0.38024 2.16211
H45 -5.66558 0.98270 2.39585

Forces on the atoms, in the same order (eV/Å):
Cu -0.35 -0.89 0.47
Cu 1.25 0.91 0.47
C 1.77 -4.52 0.18
O -0.14 -1.28 -4.54
O 0.23 -0.44 -0.76
O -2.64 5.90 3.65
C 0.82 -0.01 -1.45
O -0.36 -1.81 1.43
N 0.48 3.24 -1.53
C -0.67 -0.99 -0.74
C 0.95 -0.79 0.11
H -0.41 0.83 0.36
H 0.18 -0.67 0.02
H 0.50 0.21 0.29
H -0.14 0.12 0.54
H -0.07 0.18 0.72
H -0.45 -0.25 -0.24
H -0.89 -0.14 0.41
Cl 0.00 0.78 -0.86
C -0.59 -0.73 0.22
C -0.59 -0.79 -0.30
Cl 0.25 0.31 0.09
H -0.33 0.24 0.62
H 0.75 0.43 0.25
H 0.27 -0.17 0.14
H 0.25 -0.11 -0.02
Cl -0.46 -0.68 0.92
C -0.56 -0.03 -0.92
C 0.74 0.51 1.37
Cl -0.05 -0.40 -0.67
H 0.12 0.43 -0.15
H 0.41 0.25 -0.23
H 0.20 0.07 -0.02
H -0.34 -0.15 -0.16
C -0.53 0.91 0.60
C -1.05 -0.33 -0.48
O -0.27 0.21 -2.75
P 1.37 -2.03 1.95
O 0.00 -0.25 0.76
O -1.74 0.01 0.41
C 2.63 2.01 -0.93
C -1.35 -0.17 0.35
O 0.37 3.65 1.17
C -1.38 -3.04 -1.00
C 0.37 1.57 -0.36
H 0.45 -0.85 -0.21
H -0.27 0.44 0.04
H 0.63 0.21 0.24
H -0.32 -0.28 -0.04
H 0.35 -0.42 0.68
H -0.10 -0.40 -0.01
H -0.23 -0.20 0.54
H 0.16 -0.29 0.22
H -0.27 -0.18 -0.10
H -0.14 -0.12 -0.56
H -0.16 0.34 0.15
H -0.03 -0.27 -0.06
H 0.28 -0.16 0.16
H 0.22 -0.34 -0.44
H -0.21 0.19 -0.12
C 0.63 -0.43 0.31
C 0.39 0.44 -2.24
O -1.34 0.53 2.22
P -0.82 -0.99 -1.99
O -0.28 -0.77 -0.45
O 0.88 0.31 0.29
C -1.88 0.07 0.25
C 0.61 0.18 0.42
O 2.04 -0.09 -1.64
C 0.19 -0.21 2.12
C -0.49 0.42 0.34
H 0.04 -0.05 -0.03
H 0.18 0.39 0.13
H -0.44 0.00 0.37
H -0.25 -0.21 0.32
H -0.17 0.22 0.35
H 0.87 0.43 0.17
H 0.38 0.12 0.41
H 0.28 -0.02 0.17
H 0.13 -0.03 -0.05
H 0.37 -0.25 -0.25
H -0.04 0.02 -0.44
H 0.14 0.05 -0.37
H -0.02 -0.25 0.36
H -0.34 0.04 -0.23
H 0.08 0.29 -0.37

**Orbital gap (alpha / beta)**: 7.07 / 4.72 eV
**Net charge**: +1
**Spin multiplicity**: 2
**HOMO energy (alpha / beta)**: -11.32 / -11.32 eV